{
  "formula": "C34H38N2O3",
  "method": "ωB97M-V/def2-TZVPD",
  "e_tot_ha": -1653.56337,
  "homo_ev": -6.90,
  "orbital_gap_ha": 0.2033,
  "relative_energy_kj_mol": 37.6,
  "species": ["C", "C", "H", "C", "C", "C", "H", "C", "H", "H", "C", "C", "H", "H", "C", "H", "C", "H", "H", "H", "C", "H", "H", "C", "H", "C", "C", "H", "C", "C", "H", "H", "N", "H", "H", "H", "O", "H", "H", "O", "C", "H", "C", "H", "C", "C", "C", "H", "H", "N", "H", "C", "C", "C", "C", "H", "H", "C", "C", "C", "H", "O", "H", "H", "H", "H", "C", "H", "C", "H", "C", "H", "H", "C", "C", "H", "C"],
  "positions_angstrom": [[6.70113, -2.84797, -3.23525], [4.54610, 1.00476, -5.17594], [-3.54416, -3.15473, 2.12947], [-1.18833, -3.20044, -0.96673], [3.56948, 0.08055, 0.08934], [1.63287, -1.32089, 1.00381], [8.87960, -3.12667, -5.86694], [3.09676, -0.46763, -3.85836], [10.00120, -1.25572, -4.63778], [4.32623, -7.15745, -2.89373], [7.28236, -3.31255, -4.43206], [2.84139, -1.68640, -3.13073], [4.91846, -1.11003, -4.85415], [2.42132, -4.41203, 1.31458], [5.41234, -3.38960, -2.65270], [-0.53349, -3.25524, -1.84072], [2.22431, 0.63438, -3.67312], [6.81705, -4.11710, -5.00303], [-1.42415, -4.43152, 2.19447], [6.94739, -1.48254, -1.58421], [3.85470, -6.58211, -3.70309], [4.30619, -1.95200, 1.68593], [-2.64290, -1.92367, -1.91587], [4.24837, -0.26322, -4.67376], [2.88575, 0.60556, -0.59084], [3.84097, -1.12811, 2.23642], [2.18018, -1.65916, -1.90245], [3.14438, -2.63996, -3.55922], [-2.88798, -3.15348, 1.25708], [1.00544, -3.18356, 2.35264], [1.49202, 1.31424, 1.47800], [3.92125, 3.07981, -5.32694], [1.97570, -2.58710, 0.33787], [3.12799, 1.63761, 2.06830], [4.05269, -0.75005, -0.43558], [-0.07122, -0.05130, 2.61168], [2.54980, -4.94243, -2.58604], [1.29771, 0.49620, -3.11695], [0.88542, -4.89377, -0.66845], [5.10258, -3.09760, -1.47503], [3.68881, 2.09079, -4.92804], [0.33902, -5.51534, 0.91681], [1.54130, -3.79179, 1.07591], [0.93395, -0.74348, 0.36977], [2.33021, 0.88040, 2.04120], [0.11591, -1.02985, 3.05990], [4.62075, -4.20004, -3.54207], [2.88995, -7.04885, -3.92661], [-4.14479, -1.84883, 0.08198], [0.92651, -1.82142, 2.16735], [0.62302, -0.90725, 4.02876], [9.09423, -1.71406, -4.23588], [8.46596, -2.75800, -4.92646], [-0.81959, -3.86915, 0.20446], [8.54195, -1.26201, -3.02722], [3.36398, -1.51446, 3.14315], [1.86069, 2.72517, -3.95090], [2.31726, -2.66859, -0.96166], [3.61402, -5.17116, -3.20067], [7.36873, -1.82965, -2.52871], [2.02636, 0.69659, 3.07705], [0.67993, -3.78175, 3.37323], [-0.84811, -1.53212, 3.22881], [1.54357, -0.80422, -1.64169], [2.71485, -3.63700, -1.25706], [4.63698, -0.43595, 2.54401], [2.84986, -0.37651, 1.35015], [4.50641, -6.61811, -4.58232], [-3.22433, -2.43409, 0.10492], [4.93641, -4.26005, -4.59070], [-2.37949, -2.46900, -1.00749], [9.01180, -0.44549, -2.47564], [4.35798, 0.79252, 0.37872], [-1.69316, -3.86771, 1.29757], [2.53232, 1.89474, -4.16534], [5.45378, 1.15443, -5.76696], [0.48919, -4.60863, 0.31339]],
  "mulliken_charge": [0.466, -0.793, 0.425, 0.128, -1.958, -1.553, 0.373, 0.161, 0.383, 0.268, -0.163, -0.350, 0.431, 0.564, 1.000, 0.469, -0.270, 0.310, 0.395, 0.366, -1.412, 0.270, 0.405, -0.022, 0.332, -1.796, -0.345, 1.018, -0.663, -0.239, 0.359, 0.381, 1.041, 0.451, 0.265, 0.459, -0.667, 0.465, 0.564, -0.802, -0.384, 0.670, 0.228, 0.679, -1.896, -1.276, -0.941, 0.373, 0.385, 0.929, 0.331, -0.386, -0.788, 0.406, -0.642, 0.337, 0.377, -2.099, 0.441, -0.343, 0.395, -0.691, 0.319, 0.144, 1.672, 0.473, 2.463, 0.355, -0.473, 0.362, -0.806, 0.371, 0.623, -0.359, -0.714, 0.403, -1.653]
}

{
  "formula": "C34H38N8PdS3",
  "method": "ωB97M-V/def2-TZVPD",
  "e_tot_ha": -3078.29759,
  "total_charge": 2,
  "homo_ev": [-11.25, -11.28],
  "orbital_gap_ha": [0.1189, 0.1202],
  "species": ["H", "C", "H", "N", "H", "N", "C", "C", "C", "H", "H", "C", "H", "H", "H", "S", "C", "H", "N", "C", "H", "H", "H", "C", "H", "H", "H", "N", "C", "H", "N", "C", "C", "H", "H", "H", "H", "H", "C", "C", "H", "H", "C", "C", "H", "C", "C", "Pd", "C", "H", "H", "H", "C", "N", "N", "C", "C", "C", "C", "S", "C", "H", "H", "C", "C", "C", "H", "N", "H", "C", "H", "H", "H", "C", "C", "H", "C", "H", "C", "H", "S", "C", "C", "H"],
  "positions_angstrom": [[-3.52808, 2.92381, 0.24387], [-2.73688, 7.03081, -1.93163], [3.30862, -2.89119, 2.15947], [0.33192, 4.66951, 0.96147], [3.39762, 0.98581, 4.89377], [2.67272, 0.08481, 3.17157], [3.30402, -2.38319, 4.24137], [-1.89888, 6.90011, -0.84653], [2.93822, 0.03961, 4.60137], [-0.16728, -0.76239, 2.63567], [4.34742, -1.06539, -3.92893], [-0.48118, -1.82959, 2.67127], [-1.32848, -4.39609, 0.63077], [-4.03548, -2.02479, -0.01593], [-3.22868, -1.21189, -2.34783], [1.44612, 2.43811, 1.34407], [-0.72088, -2.52779, 1.48437], [-0.89588, 0.58581, -5.45123], [-1.14638, 2.86971, 0.68127], [-1.09518, -3.77529, 3.94317], [-0.45108, -1.92899, 4.80927], [5.90722, -1.18929, -3.11643], [-2.42948, -0.79459, 1.48217], [-2.58768, -0.42989, 0.44977], [3.91792, -1.28349, 5.99167], [-3.51348, 6.10241, -3.69963], [0.17212, -2.36489, -0.50513], [3.20752, -2.12929, 2.81557], [2.87982, -0.93559, 2.34827], [-0.10328, 6.54741, 0.86037], [4.35872, -2.13289, -2.11253], [0.01622, 0.51291, -3.51153], [-0.11888, 0.11451, -2.19263], [-2.24758, 4.00771, -3.38113], [2.31062, -2.61569, 4.64227], [0.92152, 1.00421, -3.83383], [-2.98818, -0.49369, -4.68023], [-0.74228, 3.75351, -1.46603], [-1.15148, -3.85089, 1.54597], [-1.41308, -0.98639, -0.36013], [-5.72978, 1.89861, -0.16543], [-1.23878, -4.26149, 4.89677], [1.29072, -3.83929, -3.17703], [3.20052, -2.78339, -2.02593], [1.43962, -4.70829, -3.81883], [-3.64968, 1.85241, 0.23467], [0.05112, 3.39231, 0.92197], [0.52282, 0.21941, 0.78577], [-0.64728, -2.46449, 3.89187], [2.88802, -2.78089, -4.01463], [-5.97028, -0.55129, -0.30103], [-3.28938, 7.94561, -2.06883], [-1.36908, -4.45999, 2.76847], [-0.34978, 5.65281, 0.44017], [-1.29718, 1.57801, 0.69457], [-0.55428, -1.89739, 0.15787], [-2.86698, 5.98991, -2.84343], [-1.31828, 4.66021, -1.57493], [-2.17558, -0.32499, -3.99193], [2.63372, -3.22649, -0.48233], [-3.92808, -0.95199, 0.06367], [5.25692, -2.60369, -3.95513], [-1.75128, -5.46949, 2.80387], [-1.19268, 5.70411, -0.64623], [-4.99688, -0.13999, -0.08203], [-4.86458, 1.27361, -0.00143], [3.95282, -3.24479, 4.40067], [2.50842, -3.06739, -3.12293], [0.47162, -3.23629, -3.57573], [-2.50308, 1.06831, 0.46857], [2.48242, 0.99801, 2.76197], [1.03282, -4.18479, -2.17743], [0.70242, 0.31591, -1.47923], [-2.15428, 4.81121, -2.66313], [3.85852, -1.13199, 4.91647], [-1.78668, 7.70601, -0.13753], [-1.28898, -0.51729, -1.76113], [1.99072, -0.05649, 5.14137], [-2.31968, -0.72509, -2.67373], [4.85032, -1.95379, -1.24793], [2.83222, -0.68039, 0.64587], [4.99432, -1.73019, -3.35023], [-1.00598, 0.28401, -4.41983], [4.85982, -0.92649, 4.53627]],
  "mulliken_charge": [0.534, -0.650, 0.222, -0.773, 0.387, 0.493, -0.517, -0.549, -0.547, 0.640, 0.328, 0.621, 0.545, 0.550, 0.519, -0.306, 0.136, 0.529, -0.799, -0.628, 0.536, 0.357, 0.463, 1.712, 0.372, 0.440, 0.080, 0.072, 0.143, 0.296, -0.130, -1.190, 0.422, 0.479, 0.184, 0.567, 0.485, 0.645, -0.574, -0.498, 0.460, 0.463, -0.869, 0.553, 0.361, -0.908, 0.453, 0.121, -1.229, 0.209, 0.473, 0.405, -0.882, 0.315, 0.629, -0.537, -0.512, -0.073, -0.963, -0.542, -1.120, 0.366, 0.474, 0.764, -0.776, -0.450, 0.446, -0.164, 0.211, -0.266, -0.201, 0.330, 0.584, -0.685, -0.727, 0.393, 0.803, 0.295, -0.363, 0.288, -0.178, -1.143, -0.717, 0.310]
}

Q: Which formula does entry 2 have?
A: C34H38N8PdS3